Formula: C16H31Cl3N8O4PtS
Source: the Open Molecules 2025 dataset
Level of theory: ωB97M-V/def2-TZVPD

Geometry as ORCA input:
```
! RIJCOSX wB97M-V def2-TZVPD def2/J DEFGRID3
* xyz 4 1
Pt 0.246 0.869 0.828
C 1.293 3.902 0.248
O 0.692 2.814 -0.443
C -0.486 3.136 -1.170
C -1.729 3.168 -0.281
O -1.904 1.873 0.285
C -3.078 1.762 1.076
H 1.546 4.697 -0.464
H 2.215 3.523 0.690
H 0.647 4.329 1.023
H -0.586 2.352 -1.928
H -0.374 4.110 -1.660
H -2.607 3.434 -0.886
H -1.616 3.922 0.511
H -3.172 2.596 1.777
H -3.008 0.823 1.621
H -3.965 1.756 0.430
N -1.036 -1.150 -0.160
C -0.426 -2.400 -0.023
C -1.250 -3.659 0.049
C -2.160 -3.875 1.278
C -2.369 -5.365 1.628
N -1.160 -6.019 2.078
C -0.914 -6.696 3.215
N 0.259 -7.308 3.333
N -1.767 -6.736 4.226
C 0.580 -2.413 1.714
O 0.798 -3.541 1.940
O 0.669 -1.272 2.042
H -2.022 -1.162 0.084
H -0.897 -0.721 -1.075
H 0.476 -2.492 -0.623
H -0.549 -4.488 -0.044
H -1.879 -3.672 -0.851
H -3.154 -3.470 1.084
H -1.755 -3.367 2.155
H -2.740 -5.890 0.737
H -3.144 -5.441 2.390
H -0.418 -6.051 1.390
H 0.937 -7.338 2.588
H 0.478 -7.865 4.147
H -2.700 -6.365 4.174
H -1.554 -7.284 5.048
C -3.039 2.953 5.518
C -2.384 1.573 5.411
C -1.110 1.542 4.665
N -1.017 1.503 3.370
N 0.208 1.417 2.898
C 1.156 1.364 3.846
N 2.449 1.241 3.599
S 0.463 1.477 5.442
H -4.015 2.853 5.985
H -3.165 3.429 4.548
H -2.427 3.602 6.149
H -3.097 0.929 4.881
H -2.238 1.165 6.412
H 2.782 1.111 2.653
H 3.133 1.213 4.344
Cl 3.877 0.934 -3.486
C 4.136 0.072 -1.933
Cl 4.456 -1.669 -2.223
Cl 5.506 0.822 -1.028
C 2.959 0.159 -1.119
N 2.014 0.198 -0.465
*
```

Computed properties:
- E_HOMO (alpha / beta) (eV) = -19.573 / -19.578
- calculated total energy (a.u.) = -3263.70414
- orbital gap (alpha / beta) (eV) = 4.26 / 4.27
- ΔE to the lowest compared entry with this formula, charge and spin (eV) = 12.271

Formula: C16H31EuNP2S
Source: the Open Molecules 2025 dataset
Level of theory: ωB97M-V/def2-TZVPD

Geometry as ORCA input:
```
! RIJCOSX wB97M-V def2-TZVPD def2/J DEFGRID3
* xyz 0 8
P 0.697 -1.266 -5.083
P 1.513 1.810 -4.897
C 0.922 -0.369 -6.650
C 1.747 0.900 -6.489
H -0.089 -0.143 -6.993
H 1.392 -1.074 -7.332
H 2.822 0.711 -6.635
H 1.423 1.635 -7.233
C 0.011 2.744 -5.330
H -0.251 3.467 -4.545
H -0.838 2.068 -5.496
H 0.284 3.273 -6.255
C 2.762 3.085 -5.184
H 2.457 3.574 -6.113
H 3.774 2.676 -5.294
H 2.777 3.816 -4.368
C -0.313 -2.623 -5.895
H -0.305 -3.492 -5.231
H 0.078 -2.885 -6.895
H -1.346 -2.250 -5.997
C 2.289 -2.067 -4.763
H 3.170 -1.385 -4.929
H 2.456 -3.016 -5.293
H 2.237 -2.265 -3.672
Eu 2.910 0.276 -3.206
C -2.336 1.721 -2.574
C -3.423 1.467 -3.323
C -3.751 0.121 -3.868
C -3.931 -1.010 -2.785
C -2.888 -2.082 -2.754
C -1.571 -1.881 -2.652
C -0.995 -0.476 -2.779
C -1.572 0.638 -1.842
C 2.535 -1.847 -1.561
H -1.987 2.732 -2.384
H -4.154 2.231 -3.594
H -3.014 -0.209 -4.618
H -4.713 0.189 -4.383
H -4.056 -0.523 -1.804
H -4.868 -1.547 -3.008
H -3.259 -3.106 -2.796
H -0.807 -2.684 -2.661
H -1.192 -0.160 -3.799
H 0.066 -0.552 -2.594
H -2.151 0.210 -0.996
H -0.734 1.190 -1.389
H 3.507 -2.356 -1.454
H 1.718 -2.541 -1.681
H 2.356 -1.126 -0.768
S 2.298 1.671 1.387
C 2.932 1.450 -0.044
N 3.409 1.281 -1.143
*
```

Computed properties:
- E_HOMO (alpha / beta) (eV) = -6.430 / -6.447
- calculated total energy (a.u.) = -2474.04777
- orbital gap (alpha / beta) (eV) = 5.92 / 5.96
- ΔE to the lowest compared entry with this formula, charge and spin (eV) = 1.864

Formula: C16H31F3O3P2STc
Source: the Open Molecules 2025 dataset
Level of theory: ωB97M-V/def2-TZVPD

Geometry as ORCA input:
```
! RIJCOSX wB97M-V def2-TZVPD def2/J DEFGRID3
* xyz 2 4
P 2.182 1.306 -0.999
P 0.273 -1.188 -1.032
C 1.630 0.549 -2.601
C 0.194 0.280 -2.274
H 2.169 -0.395 -2.738
H 1.784 1.157 -3.484
H -0.217 1.115 -1.681
H -0.451 0.134 -3.145
C 0.960 -2.934 -1.486
H 0.534 -3.606 -0.711
H 2.072 -3.017 -1.404
H 0.626 -3.286 -2.473
C -1.284 -1.872 -2.176
H -0.909 -1.889 -3.213
H -2.159 -1.206 -2.260
H -1.602 -2.914 -1.989
C 3.875 1.884 -1.447
H 4.100 2.700 -0.740
H 4.062 2.224 -2.492
H 4.577 1.049 -1.252
C 1.242 2.832 -0.681
H 0.174 2.604 -0.661
H 1.489 3.715 -1.314
H 1.524 3.111 0.351
Tc 2.026 -0.492 0.105
C -4.114 -0.744 0.041
C -3.075 -1.334 0.668
C -1.963 -0.609 1.427
C -2.047 0.801 2.115
C -2.167 2.018 1.203
C -2.761 2.074 -0.004
C -4.192 1.698 -0.292
C -4.751 0.496 0.546
C 3.062 0.973 1.300
H -4.494 -1.157 -0.920
H -2.672 -2.294 0.275
H -1.278 -0.395 0.572
H -1.432 -1.306 2.121
H -2.749 0.754 2.958
H -1.102 0.909 2.652
H -1.817 2.978 1.642
H -2.248 2.567 -0.849
H -4.287 1.448 -1.363
H -4.928 2.463 -0.006
H -4.570 0.588 1.645
H -5.842 0.440 0.315
H 2.440 1.087 2.203
H 3.201 2.000 0.925
H 4.073 0.553 1.489
F 3.284 -2.684 4.424
C 2.593 -1.941 3.523
F 1.306 -1.831 3.945
F 3.148 -0.714 3.463
S 2.701 -2.659 1.769
O 3.648 -1.754 1.053
O 2.809 -4.098 1.723
O 1.354 -2.189 1.236
*
```

Computed properties:
- E_HOMO (alpha / beta) (eV) = -14.963 / -14.661
- calculated total energy (a.u.) = -2314.32266
- orbital gap (alpha / beta) (eV) = 7.06 / 4.82
- ΔE to the lowest compared entry with this formula, charge and spin (eV) = 4.887

Formula: C16H31F3P2Sr
Source: the Open Molecules 2025 dataset
Level of theory: ωB97M-V/def2-TZVPD

Geometry as ORCA input:
```
! RIJCOSX wB97M-V def2-TZVPD def2/J DEFGRID3
* xyz 0 1
P 0.456 -0.626 -2.690
P -1.695 -1.889 0.616
C -0.272 -2.155 -2.012
C -1.601 -2.026 -1.215
H 0.505 -2.736 -1.485
H -0.482 -2.718 -2.942
H -2.222 -1.207 -1.622
H -2.161 -2.962 -1.407
C -1.213 -3.497 1.271
H -1.130 -3.441 2.362
H -0.239 -3.806 0.878
H -1.969 -4.244 1.004
C -3.406 -1.553 1.033
H -3.949 -2.505 1.084
H -3.861 -0.903 0.283
H -3.456 -1.052 2.008
C 2.005 -1.049 -3.508
H 2.632 -0.155 -3.651
H 1.817 -1.519 -4.485
H 2.582 -1.759 -2.914
C -0.721 0.029 -3.898
H -1.736 0.051 -3.488
H -0.737 -0.594 -4.804
H -0.448 1.055 -4.180
Sr -0.964 3.604 1.722
C -0.619 -0.721 1.482
C 0.730 -1.166 1.734
C 1.652 -1.265 0.646
C 2.501 0.024 0.433
C 2.152 0.572 -0.857
C 0.824 0.647 -1.441
C -0.500 1.056 -0.583
C -0.609 0.762 0.927
C 1.199 4.874 1.659
H -1.136 -0.660 2.464
H 1.012 -1.409 2.756
H 0.983 -1.394 -0.240
H 2.339 -2.120 0.690
H 2.349 0.710 1.284
H 3.576 -0.229 0.420
H 2.968 0.908 -1.496
H 0.915 1.475 -2.173
H -1.405 0.705 -1.105
H -0.552 2.156 -0.757
H 0.230 1.266 1.449
H -1.608 1.166 1.253
H 0.964 5.898 2.005
H 1.567 4.938 0.617
H 2.050 4.523 2.264
F 1.384 4.074 4.612
C 0.107 3.767 4.213
F -0.108 2.507 4.787
F -0.702 4.594 4.996
*
```

Computed properties:
- E_HOMO (eV) = -4.461
- calculated total energy (a.u.) = -1640.86582
- orbital gap (eV) = 3.58
- ΔE to the lowest compared entry with this formula, charge and spin (eV) = 0.310

Formula: C16H31I2N4SiTc
Source: the Open Molecules 2025 dataset
Level of theory: ωB97M-V/def2-TZVPD

Geometry as ORCA input:
```
! RIJCOSX wB97M-V def2-TZVPD def2/J DEFGRID3
* xyz 3 2
Tc 0.153 -0.878 0.663
C -0.524 -2.830 -1.472
C -0.510 -3.713 -0.200
N -0.661 -2.895 1.019
C -2.053 -2.863 1.530
C -2.378 -1.484 2.099
N -1.861 -0.425 1.205
C -2.655 -0.170 -0.019
C -2.311 -1.163 -1.130
N -0.850 -1.430 -1.151
H -1.227 -3.233 -2.207
H 0.472 -2.851 -1.922
H 0.442 -4.246 -0.163
H -1.286 -4.480 -0.252
H -0.093 -3.324 1.746
H -2.198 -3.628 2.299
H -2.741 -3.098 0.719
H -1.911 -1.359 3.082
H -3.462 -1.399 2.229
H -1.913 0.435 1.755
H -2.407 0.839 -0.356
H -3.729 -0.214 0.187
H -2.634 -0.745 -2.087
H -2.844 -2.103 -0.999
H -0.452 -0.861 -1.906
I 1.509 -0.919 3.250
C 3.277 -1.707 2.316
I 2.824 -1.893 0.228
H 3.534 -2.677 2.732
H 4.100 -1.006 2.437
C 2.731 2.027 1.413
Si 0.895 2.417 0.972
C -0.385 2.299 2.386
C 0.907 4.247 0.405
N 0.545 1.049 -0.163
C 0.669 1.281 -1.491
C 0.229 2.497 -2.080
C 0.449 2.779 -3.406
C 1.057 1.845 -4.241
C 1.407 0.598 -3.716
C 1.236 0.322 -2.379
H 2.824 1.919 2.487
H 3.377 2.845 1.112
H 3.090 1.134 0.913
H -0.210 3.138 3.056
H -0.299 1.397 2.988
H -1.411 2.418 2.047
H 1.356 4.828 1.207
H -0.103 4.621 0.264
H 1.487 4.421 -0.496
H -0.337 3.182 -1.474
H 0.131 3.729 -3.809
H 1.257 2.076 -5.276
H 1.846 -0.147 -4.363
H 1.640 -0.601 -1.981
*
```

Computed properties:
- E_HOMO (alpha / beta) (eV) = -17.905 / -17.881
- calculated total energy (a.u.) = -1811.99683
- orbital gap (alpha / beta) (eV) = 5.74 / 5.81

Formula: C16H31N2SSm
Source: the Open Molecules 2025 dataset
Level of theory: ωB97M-V/def2-TZVPD

Geometry as ORCA input:
```
! RIJCOSX wB97M-V def2-TZVPD def2/J DEFGRID3
* xyz 2 6
C 0.823 2.043 -1.512
H 1.753 2.443 -1.013
H 1.056 1.967 -2.577
H 2.271 -0.877 2.281
C -0.337 2.985 -1.245
H -1.296 2.543 -1.565
H -0.425 3.180 -0.161
C -0.084 4.302 -1.993
H -0.931 4.983 -1.895
H 0.818 4.782 -1.593
H 0.080 4.085 -3.055
C -0.566 -1.705 -0.172
C -1.145 -0.674 -0.983
C -0.261 -0.447 -2.087
C 0.944 -1.204 -1.876
C 0.737 -2.032 -0.711
C 1.617 -3.150 -0.259
C 2.129 -1.206 -2.781
C -0.695 0.139 -3.391
C -2.565 -0.239 -0.919
C -1.342 -2.498 0.816
Sm 0.979 0.304 0.064
H 2.999 -1.656 -2.284
H 1.930 -1.778 -3.703
H 2.386 -0.179 -3.082
H 2.629 -3.042 -0.672
H 1.691 -3.172 0.837
H 1.224 -4.130 -0.583
H -2.099 -1.871 1.302
H -1.867 -3.333 0.327
H -0.703 -2.922 1.597
H -2.733 0.675 -1.495
H -3.232 -1.016 -1.326
H -2.878 -0.035 0.110
H -0.368 1.171 -3.531
H -0.297 -0.450 -4.231
H -1.791 0.145 -3.458
C 0.465 1.697 5.479
N 1.028 0.768 4.501
C 0.413 -0.300 4.008
S 1.007 -1.203 2.623
N -0.738 -0.765 4.534
C -1.009 -0.879 5.975
H -0.607 1.835 5.312
H 0.972 2.655 5.340
H 0.647 1.346 6.501
H 1.881 1.017 4.008
H -1.200 -1.465 3.952
H -1.664 -0.060 6.295
H -1.526 -1.831 6.145
H -0.082 -0.882 6.565
*
```

Computed properties:
- E_HOMO (alpha / beta) (eV) = -13.429 / -13.395
- calculated total energy (a.u.) = -1793.25317
- orbital gap (alpha / beta) (eV) = 6.18 / 6.19
- ΔE to the lowest compared entry with this formula, charge and spin (eV) = 3.419

Formula: C16H31NP2PbS
Source: the Open Molecules 2025 dataset
Level of theory: ωB97M-V/def2-TZVPD

Geometry as ORCA input:
```
! RIJCOSX wB97M-V def2-TZVPD def2/J DEFGRID3
* xyz 0 1
P 1.515 1.825 -0.877
P 0.828 -2.136 -1.305
C 2.377 0.255 -1.137
C 1.674 -0.735 -2.103
H 2.607 -0.189 -0.147
H 3.337 0.534 -1.603
H 0.946 -0.258 -2.784
H 2.456 -1.201 -2.731
C 2.221 -3.196 -0.782
H 1.864 -4.055 -0.195
H 2.921 -2.619 -0.161
H 2.747 -3.550 -1.682
C -0.084 -3.110 -2.510
H 0.616 -3.806 -3.004
H -0.519 -2.449 -3.274
H -0.884 -3.693 -2.027
C 2.609 2.885 0.065
H 2.028 3.662 0.576
H 3.319 3.358 -0.626
H 3.164 2.302 0.811
C 1.293 2.628 -2.469
H 1.002 1.911 -3.245
H 2.251 3.086 -2.749
H 0.536 3.420 -2.396
Pb -4.585 0.217 0.217
C 0.011 -1.771 0.281
C 0.988 -1.562 1.345
C 1.185 -0.440 2.234
C 0.071 0.668 2.375
C 0.187 1.737 1.423
C -0.015 1.653 -0.017
C -0.935 0.532 -0.646
C -1.213 -0.790 0.069
C -3.783 1.311 1.975
H -0.429 -2.778 0.478
H 1.513 -2.468 1.660
H 2.168 0.051 2.039
H 1.317 -0.866 3.247
H -0.926 0.194 2.409
H 0.240 1.126 3.369
H 0.395 2.739 1.797
H -0.501 2.614 -0.306
H -0.585 0.289 -1.659
H -1.906 1.021 -0.850
H -1.770 -0.644 1.006
H -1.938 -1.339 -0.564
H -4.656 1.861 2.347
H -3.003 1.998 1.630
H -3.400 0.688 2.787
S -5.180 -1.143 2.331
C -6.553 -0.214 2.603
N -7.523 0.446 2.774
*
```

Computed properties:
- E_HOMO (eV) = -4.513
- calculated total energy (a.u.) = -1956.42523
- orbital gap (eV) = 3.57
- ΔE to the lowest compared entry with this formula, charge and spin (eV) = 5.525

Formula: C16H31O11S
Source: the Open Molecules 2025 dataset
Level of theory: ωB97M-V/def2-TZVPD

Geometry as ORCA input:
```
! RIJCOSX wB97M-V def2-TZVPD def2/J DEFGRID3
* xyz -1 1
C -4.102 -2.626 -1.827
C -2.898 -3.355 -1.316
O -2.912 -4.133 -0.405
O -1.773 -3.015 -1.989
C -0.921 -4.063 -2.452
C -0.140 -4.738 -1.327
C 0.546 -3.685 -0.470
C 1.138 -4.210 0.836
C 1.532 -3.071 1.806
C 0.480 -2.814 2.894
C -0.819 -2.164 2.397
C -0.687 -0.648 2.169
S -1.210 -0.065 0.563
O -2.491 -0.727 0.315
O -0.192 -0.430 -0.414
O -1.341 1.389 0.739
H -4.410 -3.035 -2.788
H -4.894 -2.702 -1.088
H -3.834 -1.576 -1.930
H -1.467 -4.778 -3.075
H -0.208 -3.558 -3.106
H -0.819 -5.342 -0.725
H 0.584 -5.423 -1.783
H -0.143 -2.876 -0.257
H 1.356 -3.228 -1.049
H 2.040 -4.781 0.589
H 0.448 -4.900 1.329
H 1.704 -2.170 1.210
H 2.479 -3.335 2.282
H 0.241 -3.770 3.367
H 0.916 -2.148 3.645
H -1.207 -2.658 1.509
H -1.582 -2.313 3.163
H 0.329 -0.286 2.332
H -1.326 -0.112 2.869
C -1.520 4.034 1.812
O -1.997 5.361 1.483
C -1.104 6.322 1.598
O 0.042 6.216 1.954
O -1.686 7.484 1.249
C -0.817 8.610 1.326
H -2.352 3.359 1.664
H -0.714 3.741 1.150
H -1.190 4.011 2.849
H 0.032 8.491 0.655
H -0.457 8.753 2.344
H -1.411 9.467 1.021
C 5.142 1.363 -3.502
O 4.488 1.311 -2.240
C 3.232 1.798 -2.256
O 2.694 2.251 -3.235
O 2.733 1.695 -1.044
C 1.375 2.162 -0.895
H 6.132 0.943 -3.342
H 4.605 0.771 -4.242
H 5.229 2.390 -3.854
H 0.700 1.584 -1.516
H 1.322 3.224 -1.137
H 1.104 2.006 0.142
*
```

Computed properties:
- E_HOMO (eV) = -5.570
- calculated total energy (a.u.) = -1854.20476
- orbital gap (eV) = 8.27
- ΔE to the lowest compared entry with this formula, charge and spin (eV) = 0.000

Respective max |F| values: 5.1 3.4 9.2 3.1 2.7 2.5 3.0 1.0 eV/Å.